[1]
C14H39IN2O10 | wB97M-V/def2-TZVPD

The calculation puts the HOMO energy at -9.42 eV. The structure (SMILES) is C[C@H](I)C[C@H]1CC(=O)N[C@H]1ON=O.CO.CO.CO.CO.CO.CO.CO. The calculation puts the LUMO energy at -0.8 eV.

The geometry in ORCA input format:
```
! RIJCOSX wB97M-V def2-TZVPD def2/J DEFGRID3
* xyz 0 1
C 3.7511 -0.2463 0.6120
C 2.6683 -1.3560 0.0663
I 3.5622 -2.5664 -1.5291
C 1.1931 -0.6878 -0.3482
C 0.0733 -1.4788 0.5505
C -0.0252 -1.1752 2.1772
C -1.3347 -2.1692 2.4781
O -1.4565 -3.1976 3.3207
N -2.3266 -1.5835 1.4629
C -1.5171 -1.3900 0.1633
O -2.0052 -0.3440 -0.7488
N -3.3587 -0.2947 -0.5334
O -3.9463 0.0108 -1.5584
H 4.3411 -0.7369 1.5204
H 3.2636 0.7569 0.9659
H 4.5435 -0.0866 -0.2623
H 2.4800 -2.1022 0.9791
H 1.0142 -0.8704 -1.5021
H 1.1495 0.4772 -0.1033
H 0.4148 -2.5980 0.4561
H -0.3418 -0.0242 2.1596
H 1.0008 -1.4518 2.6771
H -2.5488 -0.6689 1.9513
H -1.6926 -2.4454 -0.3590
C -0.1900 3.1886 1.2289
O 0.8281 2.3971 1.8130
H -0.4472 2.7725 0.2521
H -1.0742 3.1786 1.8711
H 0.1704 4.2125 1.1029
H 1.0352 2.7903 2.6778
C 3.8887 2.0494 -2.2064
O 4.6069 2.2318 -1.0002
H 4.4327 1.3459 -2.8410
H 2.8980 1.6452 -1.9842
H 3.7954 3.0070 -2.7244
H 4.1005 2.8602 -0.4581
C 5.3773 -2.5242 -4.9410
O 4.7391 -3.7659 -4.7062
H 6.0192 -2.2881 -4.0890
H 5.9865 -2.5919 -5.8456
H 4.6233 -1.7416 -5.0543
H 4.1768 -3.9488 -5.4781
C -3.9113 2.9208 0.1722
O -3.1931 3.1032 1.3784
H -3.3673 2.2174 -0.4624
H -4.9020 2.5166 0.3944
H -4.0046 3.8785 -0.3458
H -3.6995 3.7317 1.9205
C -4.6003 -4.7125 0.8993
O -4.7318 -4.6025 2.3046
H -5.4482 -5.2784 0.5064
H -4.5933 -3.7146 0.4538
H -3.6723 -5.2370 0.6592
H -3.9660 -4.0961 2.6246
C -1.3303 1.9527 5.3748
O -1.4789 3.0069 4.4417
H -0.7342 2.3069 6.2191
H -2.3145 1.6399 5.7324
H -0.8198 1.1122 4.8983
H -2.0115 2.6631 3.7044
C -1.0433 1.5665 -4.0616
O 0.0505 0.7333 -3.7244
H -0.8662 2.0035 -5.0471
H -1.9603 0.9727 -4.0882
H -1.1352 2.3657 -3.3222
H -0.1347 0.3600 -2.8459
*
```

Results of the natural (NBO) charge analysis, in e, for atoms 1 through 6:
1 C -0.66
2 C -0.34
3 I 0.11
4 C -0.45
5 C -0.24
6 C -0.54

[2]
C14H39N8O5P2Sr2 | wB97M-V/def2-TZVPD

The calculation puts the HOMO energy at -12.53 eV. The calculation puts the LUMO energy at -10.9 eV.

The geometry in ORCA input format:
```
! RIJCOSX wB97M-V def2-TZVPD def2/J DEFGRID3
* xyz 3 1
Sr -1.2253 -2.1878 1.0118
Sr 1.7347 7.6357 -5.2286
N 0.1657 3.5092 -1.8397
O -0.3897 4.2173 -2.7028
O 1.3441 3.8203 -1.5180
O -0.2302 2.4223 -1.3901
O 2.3810 0.5027 4.4277
P 3.0196 1.1530 5.6179
N 2.3418 2.6508 6.0927
C 1.6857 3.4536 5.1043
C 2.2870 3.2091 7.4361
N 4.6943 1.7097 5.3996
C 5.4209 2.5854 6.3250
C 5.4990 0.8523 4.4467
N 3.0193 0.2657 7.0749
C 4.0266 -0.8020 7.2423
C 1.7542 -0.0713 7.7842
H 2.3427 3.9978 4.4258
H 1.0064 4.1832 5.5451
H 0.8797 2.9412 4.5790
H 2.5466 4.2677 7.4352
H 3.0475 2.6960 8.0248
H 1.3518 2.8319 7.8501
H 4.8739 3.5078 6.5199
H 5.7713 2.0727 7.2208
H 6.3413 2.9037 5.8356
H 5.2909 -0.1439 4.8371
H 5.1584 0.9304 3.4143
H 6.5634 1.0842 4.4079
H 3.6572 -1.8136 7.0740
H 4.9784 -0.6135 6.7456
H 4.1442 -0.7661 8.3254
H 0.8563 0.4178 7.4065
H 1.7019 0.2253 8.8317
H 1.5792 -1.1464 7.7435
O -3.5184 -3.2772 -4.4527
P -4.3466 -3.6343 -5.6331
N -3.3207 -4.2209 -6.9261
C -1.9700 -4.6220 -6.7469
C -3.9771 -4.8085 -8.0297
N -5.1526 -2.2926 -6.3558
C -6.2416 -2.3783 -7.2955
C -4.8585 -0.9041 -5.9239
N -5.5999 -4.8210 -5.3253
C -6.7891 -4.2740 -4.6138
C -5.1718 -6.2753 -5.0743
H -1.3561 -3.8873 -6.2258
H -1.3964 -4.6889 -7.6714
H -1.8912 -5.5233 -6.1391
H -4.1523 -5.8596 -7.8006
H -3.3621 -4.9355 -8.9207
H -4.9213 -4.3184 -8.2670
H -7.1474 -1.8718 -6.9621
H -5.8944 -1.9595 -8.2401
H -6.3729 -3.4602 -7.2811
H -4.1947 -1.0115 -5.0660
H -4.5587 -0.3241 -6.7968
H -5.7374 -0.6931 -5.3148
H -7.3687 -3.6109 -5.2560
H -7.5392 -5.0498 -4.4603
H -6.4629 -3.7582 -3.7107
H -4.3528 -6.2711 -4.3551
H -4.7040 -6.6403 -5.9886
H -5.9968 -6.8653 -4.6751
C 6.4829 8.1529 0.8323
C 6.4172 8.6865 2.1488
N 6.2929 8.9975 3.2719
H 6.0576 8.7783 0.0474
H 5.9578 7.2218 1.0454
H 7.5279 7.8981 0.6561
*
```

Results of the natural (NBO) charge analysis, in e, for atoms 1 through 6:
1 Sr 1.91
2 Sr 1.88
3 N 0.71
4 O -0.54
5 O -0.53
6 O -0.52

[3]
C14H40AgN5O5 | wB97M-V/def2-TZVPD

The calculation puts the HOMO energy at -5.70 eV. The calculation puts the LUMO energy at -3.2 eV. The value obtained for the relative energy (zero: lowest compared OMol25 entry of this formula, charge and spin) is 838.83 kJ/mol.

The geometry in ORCA input format:
```
! RIJCOSX wB97M-V def2-TZVPD def2/J DEFGRID3
* xyz 0 1
Ag 1.2196 0.4889 -1.4126
C 2.4657 4.9747 3.5617
O 2.8053 4.2985 2.3430
H 1.6042 4.5436 4.0716
H 3.2701 4.8680 4.2895
H 2.3375 6.0571 3.5570
C 2.6504 -7.1661 -2.3455
C 2.1800 -5.9273 -1.4475
C 2.3629 -6.3020 0.1072
O 1.8487 -7.6450 0.3764
C 1.8911 -8.0933 1.7361
N 3.0902 -4.7686 -1.6903
H 3.6620 -7.4713 -2.0780
H 2.5146 -6.8688 -3.3853
H 1.9955 -8.0283 -2.2196
H 1.1596 -5.6553 -1.7177
H 1.6637 -5.6865 0.6732
H 3.3407 -6.1457 0.5629
H 2.9375 -7.9115 1.9810
H 1.4943 -9.1026 1.8454
H 1.3315 -7.5326 2.4848
H 4.0222 -4.8691 -1.3143
H 3.1463 -4.8873 -2.6917
C -0.5586 -2.5020 5.5422
C -1.8345 -1.9852 4.9145
C -2.9047 -1.4599 5.9267
O -4.1547 -1.4190 5.2818
C -4.9499 -2.5910 5.1135
N -1.6475 -0.9452 3.8834
H -0.6192 -3.4856 6.0080
H -0.1846 -1.8031 6.2905
H 0.1240 -2.5609 4.6944
H -2.2930 -2.8103 4.3695
H -2.6987 -0.4758 6.3476
H -3.0363 -2.1391 6.7690
H -5.2950 -2.6266 4.0802
H -5.8637 -2.3802 5.6690
H -4.5505 -3.5480 5.4491
H -0.8670 -0.3711 4.1688
H -2.3631 -0.2436 4.0093
C -4.1749 3.6717 -2.1418
C -3.4335 4.0379 -3.4930
C -2.6195 5.3340 -3.4736
O -3.5773 6.4650 -3.3952
C -3.0239 7.7497 -3.2315
N -2.6023 2.8940 -3.9326
H -4.7402 2.7397 -2.1339
H -4.9678 4.3864 -1.9216
H -3.5294 3.7825 -1.2705
H -4.1487 4.0543 -4.3154
H -1.9388 5.3013 -4.3242
H -2.0354 5.3931 -2.5552
H -2.0472 7.7868 -2.7491
H -3.7091 8.4254 -2.7197
H -2.8372 8.1327 -4.2348
H -3.1380 2.2638 -4.5122
H -1.8361 3.1573 -4.5357
C 5.0615 4.1474 -5.1034
O 4.2840 3.1787 -4.9906
N 6.3431 4.1647 -4.7654
N 4.7119 5.3201 -5.5334
H 6.9083 4.9778 -4.5666
H 6.7116 3.2706 -4.4739
H 5.3081 6.1247 -5.6652
H 3.7341 5.4177 -5.7667
*
```

Results of the natural (NBO) charge analysis, in e, for atoms 1 through 6:
1 Ag 0.53
2 C -0.28
3 O -0.68
4 H 0.14
5 H 0.15
6 H 0.13

[4]
C14H40BCl2F4O12 | wB97M-V/def2-TZVPD

The calculation puts the HOMO energy at -7.10 eV. The calculation puts the LUMO energy at 2.4 eV. The value obtained for the relative energy (zero: lowest compared OMol25 entry of this formula, charge and spin) is 233.94 kJ/mol.

The geometry in ORCA input format:
```
! RIJCOSX wB97M-V def2-TZVPD def2/J DEFGRID3
* xyz -1 1
B 1.1784 -0.5868 0.9271
F 0.0767 -1.4293 1.2033
F 0.6736 0.7401 0.7228
F 2.0585 -0.6040 2.0245
F 1.8564 -0.9631 -0.2460
C -3.9091 3.6622 -0.9696
C -3.1035 2.6369 -0.2225
O -1.8238 3.1665 0.1133
O -3.3507 3.9427 -2.2253
H -3.9865 4.5474 -0.3276
H -4.9115 3.2101 -1.0433
H -3.0345 1.6885 -0.7808
H -3.5976 2.3059 0.7019
H -1.2537 2.4398 0.3920
H -3.8889 4.6172 -2.6462
C 4.8485 -1.3397 -0.8653
C 4.6898 0.0523 -0.3433
O 5.0861 1.0684 -1.2970
O 6.2171 -1.7703 -0.9088
H 4.4184 -1.4188 -1.8676
H 4.2634 -1.9774 -0.1915
H 5.2448 0.2514 0.5768
H 3.6296 0.2475 -0.2160
H 6.0253 0.9331 -1.4684
H 6.2092 -2.7189 -0.7625
C 2.3455 3.0076 -1.6242
C 1.1419 3.6828 -1.0123
O 1.0731 3.4400 0.3922
O 2.1479 1.6091 -1.7836
H 3.2596 3.1655 -1.0438
H 2.4744 3.4611 -2.6123
H 0.1864 3.4608 -1.5088
H 1.1665 4.7633 -1.2110
H 1.0203 2.4748 0.4537
H 1.9069 1.2005 -0.9446
C -1.8055 -2.9239 -2.9591
C -1.1455 -2.1161 -1.8754
O -0.5569 -2.9898 -0.9489
O -0.8365 -3.4298 -3.8777
H -2.5036 -2.3230 -3.5370
H -2.3104 -3.7837 -2.5071
H -1.8255 -1.3813 -1.4171
H -0.3886 -1.4690 -2.3477
H -0.2580 -2.4414 -0.2012
H -0.3241 -4.1233 -3.4542
C -1.4343 1.6164 4.9137
C -0.0828 1.3688 4.2827
O 0.0384 -0.0096 3.9280
O -1.6383 0.7985 6.0458
H -2.3004 1.4861 4.2529
H -1.4612 2.6749 5.1923
H 0.6655 1.6855 5.0188
H 0.0124 1.9845 3.3797
H 0.7044 -0.1112 3.2303
H -1.2696 -0.0746 5.8774
C -3.7986 -1.7404 1.3317
C -3.0054 -0.6554 2.0246
O -2.3299 -1.2398 3.1114
O -4.7376 -2.3270 2.2376
H -3.0892 -2.4794 0.9463
H -4.4310 -1.3592 0.5301
H -3.6164 0.2040 2.3277
H -2.2940 -0.2818 1.2652
H -1.5465 -0.6852 3.2959
H -4.2335 -2.7212 2.9580
Cl 1.5426 -3.2566 -4.8783
C 1.4142 -2.4264 -3.2911
C 1.2694 -3.4304 -2.1746
Cl 2.7945 -4.3031 -1.8801
H 0.5318 -1.7983 -3.3562
H 2.3170 -1.8418 -3.1502
H 0.5382 -4.1937 -2.4113
H 1.0564 -2.8698 -1.2678
*
```

Results of the Mulliken charge analysis, in e, for atoms 1 through 6:
1 B 0.38
2 F -0.44
3 F -0.20
4 F -0.46
5 F -0.16
6 C -0.61

Taking the records one at a time from the top gives gap between HOMO and LUMO values of 8.6375, 1.6358, 2.5337, 9.5244 eV.